Record 1
The following is a DFT calculation (ωB97M-V/def2-TZVPD) of C33H41N7O7OsS as an isolated structure.

## Properties
Frontier orbital gap (spin up / spin down) = 8.58 / 5.43 eV
Relative energy (zero: lowest compared OMol25 entry of this formula, charge and spin) = 44.5 kcal per mole
Lowest unoccupied orbital energy (spin up / spin down) = -4.59 / -7.81 eV
<S²> = 6.013
HOMO energy (spin up / spin down) = -13.18 / -13.24 eV

The geometry in ORCA input format:
```
! RIJCOSX wB97M-V def2-TZVPD def2/J DEFGRID3
* xyz 2 5
Os 0.64 1.19 -1.01
O 1.45 0.18 0.66
C 1.38 0.95 1.87
C -0.12 1.56 1.78
O -0.77 1.72 2.78
O -0.46 1.83 0.57
C 2.32 2.14 1.81
C 3.38 2.14 0.91
C 4.28 3.20 0.87
C 4.13 4.28 1.73
C 3.06 4.29 2.62
C 2.15 3.25 2.65
C 1.52 0.06 3.08
C 1.76 -1.31 2.93
C 1.91 -2.13 4.03
C 1.79 -1.62 5.31
C 1.52 -0.27 5.48
C 1.38 0.56 4.37
H 2.28 -0.31 0.51
H 3.57 1.30 0.25
H 5.11 3.17 0.18
H 4.83 5.09 1.71
H 2.92 5.14 3.28
H 1.30 3.30 3.31
H 1.86 -1.74 1.94
H 2.13 -3.18 3.89
H 1.93 -2.26 6.17
H 1.42 0.15 6.47
H 1.15 1.60 4.53
N -0.61 1.89 -2.56
C -1.15 0.79 -3.39
C -2.19 1.29 -4.41
C -3.50 2.02 -4.01
C -4.82 1.24 -4.00
N -5.03 0.39 -2.84
C -5.23 0.86 -1.62
N -4.94 0.09 -0.57
N -5.75 2.08 -1.42
C -1.48 -0.45 -2.51
O -2.23 -1.32 -2.95
O -0.91 -0.50 -1.37
H -1.37 2.48 -2.22
H 0.00 2.47 -3.16
H -0.32 0.41 -4.00
H -2.44 0.44 -5.06
H -1.64 2.00 -5.02
H -3.64 2.80 -4.77
H -3.39 2.54 -3.05
H -4.87 0.60 -4.88
H -5.65 1.94 -4.07
H -4.54 -0.51 -2.89
H -4.29 -0.68 -0.69
H -4.97 0.48 0.36
H -6.16 2.57 -2.19
H -6.04 2.35 -0.50
C -1.20 -4.43 0.70
N -1.45 -4.07 2.09
C -1.29 -5.18 3.03
C -1.54 -2.80 2.46
S -1.14 -1.57 1.31
N -1.93 -2.41 3.67
C -1.71 -1.03 4.10
C -2.87 -3.16 4.50
H -1.74 -5.34 0.47
H -0.13 -4.61 0.53
H -1.53 -3.64 0.02
H -0.48 -5.81 2.68
H -2.20 -5.79 3.09
H -1.03 -4.81 4.02
H -0.82 -0.61 3.65
H -1.59 -1.03 5.18
H -2.57 -0.40 3.85
H -3.33 -3.97 3.95
H -3.66 -2.47 4.81
H -2.39 -3.54 5.40
O 1.63 2.37 -4.00
C 2.32 1.46 -3.57
N 2.05 0.79 -2.37
C 3.05 -0.17 -2.15
O 3.12 -0.83 -1.13
C 3.96 -0.16 -3.31
C 5.09 -0.90 -3.59
C 5.78 -0.60 -4.76
C 5.35 0.41 -5.61
C 4.20 1.16 -5.33
C 3.53 0.85 -4.17
H 5.42 -1.68 -2.92
H 6.67 -1.16 -5.01
H 5.91 0.63 -6.51
H 3.86 1.94 -5.99
*
```

Now the Mulliken charges, all in e:
1. Os 1.888
2. O -0.645
3. C 1.799
4. C 0.099
5. O -0.587
6. O -0.822
7. C 0.479
8. C -0.175
9. C -1.109
10. C -0.579
11. C -1.116
12. C -0.322
13. C -0.521
14. C 0.221
15. C -1.064
16. C -0.588
17. C -1.258
18. C 0.408
19. H 0.464
20. H 0.453
21. H 0.481
22. H 0.437
23. H 0.444
24. H 0.409
25. H 0.473
26. H 0.514
27. H 0.474
28. H 0.460
29. H 0.187
30. N -0.435
31. C 0.708
32. C -1.219
33. C -0.252
34. C -1.187
35. N -0.156
36. C 0.829
37. N -0.394
38. N -0.329
39. C 0.042
40. O -0.726
41. O -0.599
42. H 0.331
43. H 0.473
44. H 0.016
45. H 0.437
46. H 0.515
47. H 0.372
48. H 0.240
49. H 0.472
50. H 0.328
51. H 0.261
52. H 0.177
53. H 0.215
54. H 0.199
55. H 0.226
56. C -1.200
57. N 0.162
58. C -1.251
59. C 0.455
60. S 0.151
61. N 0.339
62. C -0.611
63. C -1.308
64. H 0.393
65. H 0.398
66. H 0.451
67. H 0.410
68. H 0.348
69. H 0.429
70. H -0.245
71. H 0.473
72. H 0.373
73. H 0.459
74. H 0.409
75. H 0.361
76. O -0.806
77. C 0.394
78. N 0.177
79. C 0.118
80. O -0.708
81. C 0.312
82. C -0.343
83. C -0.561
84. C -0.538
85. C -0.467
86. C 0.092
87. H 0.516
88. H 0.427
89. H 0.429
90. H 0.511

Record 2
The following is a DFT calculation (ωB97M-V/def2-TZVPD) of C33H42CeGeN2O6Te as an isolated structure.

## Properties
Frontier orbital gap (spin up / spin down) = 6.91 / 7.19 eV
Relative energy (zero: lowest compared OMol25 entry of this formula, charge and spin) = 0.0 kcal per mole
Lowest unoccupied orbital energy (spin up / spin down) = 2.11 / 2.11 eV
<S²> = 0.751
HOMO energy (spin up / spin down) = -4.80 / -5.08 eV

The geometry in ORCA input format:
```
! RIJCOSX wB97M-V def2-TZVPD def2/J DEFGRID3
* xyz -1 2
Ce -1.19 0.93 1.63
O 0.26 0.06 3.18
C 0.11 0.42 4.53
C 0.16 1.94 4.68
N -0.79 2.59 3.78
C -2.15 2.66 4.35
C -3.02 1.40 4.23
O -3.81 1.16 5.12
O -2.89 0.73 3.12
C -0.39 3.92 3.32
C -1.08 4.29 2.00
O -1.26 5.47 1.74
O -1.40 3.26 1.28
H -0.26 -1.40 2.97
H 0.91 0.00 5.15
H -0.84 0.06 4.95
H 1.16 2.27 4.41
H -0.02 2.21 5.73
H -2.71 3.43 3.80
H -2.13 2.95 5.40
H 0.69 3.92 3.13
H -0.60 4.70 4.06
C -4.25 1.53 -0.01
Ge -3.16 0.20 -0.98
C -3.88 0.11 -2.80
C -3.75 -1.48 -0.15
C -1.33 0.97 -1.04
H -5.31 1.37 -0.23
H -3.97 2.54 -0.29
H -4.13 1.42 1.07
H -4.91 -0.27 -2.77
H -3.28 -0.57 -3.42
H -3.87 1.09 -3.27
H -4.82 -1.54 -0.35
H -3.60 -1.47 0.93
H -3.27 -2.37 -0.56
H -1.33 1.46 -2.01
C 3.69 1.28 -6.36
C 2.86 0.92 -5.16
C 2.44 1.88 -4.26
C 1.67 1.57 -3.14
C 1.32 2.74 -2.24
C 1.30 0.23 -2.88
Te 0.05 -0.58 -1.15
N -0.89 -1.21 0.75
C -0.70 -2.30 1.36
O -0.58 -2.34 2.68
C -0.57 -3.67 0.75
C -0.10 -4.72 1.51
C 0.10 -5.98 0.95
C -0.17 -6.18 -0.39
C -0.65 -5.14 -1.16
C -0.86 -3.89 -0.59
C 1.57 0.21 0.16
C 1.51 1.50 0.67
C 2.48 1.96 1.55
C 3.51 1.12 1.93
C 3.57 -0.17 1.43
C 2.61 -0.64 0.54
C 2.74 -2.04 -0.01
C 1.73 -0.74 -3.80
C 1.42 -2.23 -3.70
C 2.49 -0.39 -4.91
H 3.73 2.36 -6.50
H 3.29 0.84 -7.28
H 4.72 0.92 -6.25
H 2.70 2.92 -4.43
H 1.14 3.63 -2.84
H 2.14 2.96 -1.56
H 0.43 2.56 -1.65
H 0.10 -4.55 2.56
H 0.46 -6.79 1.56
H 0.01 -7.15 -0.84
H -0.88 -5.29 -2.21
H -1.27 -3.09 -1.19
H 0.73 2.19 0.35
H 2.44 2.98 1.91
H 4.27 1.47 2.62
H 4.38 -0.82 1.72
H 3.57 -2.57 0.46
H 2.93 -2.01 -1.09
H 1.84 -2.63 0.14
H 0.85 -2.51 -2.82
H 2.35 -2.81 -3.68
H 0.86 -2.57 -4.57
H 2.80 -1.17 -5.61
*
```

Now the Mulliken charges, all in e:
1. Ce 0.299
2. O -0.438
3. C -0.641
4. C -0.917
5. N 0.743
6. C -0.654
7. C 0.277
8. O -0.776
9. O -0.586
10. C -0.622
11. C 0.397
12. O -0.786
13. O -0.506
14. H 0.519
15. H 0.438
16. H 0.357
17. H 0.341
18. H 0.270
19. H 0.426
20. H 0.352
21. H 0.229
22. H 0.296
23. C -1.438
24. Ge 1.209
25. C -1.447
26. C -1.261
27. C -0.664
28. H 0.487
29. H 0.345
30. H 0.468
31. H 0.419
32. H 0.341
33. H 0.373
34. H 0.533
35. H 0.300
36. H 0.279
37. H 0.623
38. C -1.610
39. C 0.815
40. C -0.689
41. C 1.598
42. C -1.758
43. C -0.662
44. Te 0.220
45. N 0.304
46. C -0.219
47. O -0.722
48. C 0.082
49. C -0.202
50. C -0.738
51. C -0.359
52. C -1.579
53. C 0.520
54. C 1.169
55. C -0.287
56. C -1.071
57. C -1.022
58. C -0.874
59. C 0.742
60. C -1.339
61. C 1.182
62. C -1.804
63. C -0.789
64. H 0.354
65. H 0.361
66. H 0.305
67. H 0.337
68. H 0.594
69. H 0.308
70. H -0.076
71. H 0.464
72. H 0.398
73. H 0.391
74. H 0.388
75. H 0.658
76. H 0.841
77. H 0.537
78. H 0.411
79. H 0.395
80. H 0.481
81. H 0.142
82. H 0.172
83. H -0.236
84. H 0.405
85. H 0.482
86. H 0.396

Record 3
The following is a DFT calculation (ωB97M-V/def2-TZVPD) of C33H42Ge2IN3O2Pb as an isolated structure.

## Properties
Frontier orbital gap = 6.97 eV
Relative energy (zero: lowest compared OMol25 entry of this formula, charge and spin) = 0.0 kcal per mole
Lowest unoccupied orbital energy = -5.82 eV
HOMO energy = -12.78 eV

The geometry in ORCA input format:
```
! RIJCOSX wB97M-V def2-TZVPD def2/J DEFGRID3
* xyz 2 1
Pb -0.07 -0.09 -0.15
O -0.92 -2.25 6.64
C -0.63 -0.89 6.40
C -0.63 -0.65 4.92
C -0.26 0.59 4.40
C -0.27 0.76 3.03
N -0.64 -0.20 2.19
C -1.03 -1.39 2.68
C -1.02 -1.65 4.04
C -1.48 -2.39 1.69
C -2.35 -3.41 2.03
C -2.78 -4.31 1.06
C -3.72 -5.42 1.41
O -4.19 -5.22 2.72
C -2.32 -4.13 -0.25
C -1.47 -3.08 -0.51
N -1.06 -2.22 0.43
H -0.89 -2.43 7.58
H 0.35 -0.61 6.81
H -1.38 -0.23 6.86
H 0.04 1.40 5.05
H 0.03 1.70 2.59
H -1.29 -2.61 4.43
H -2.72 -3.52 3.04
H -3.17 -6.37 1.32
H -4.54 -5.44 0.68
H -4.80 -5.93 2.96
H -2.63 -4.79 -1.05
H -1.11 -2.90 -1.52
C -0.17 -1.63 -5.35
C -0.66 -1.65 -3.90
Ge -0.11 -0.03 -2.87
C -0.81 1.71 -3.55
C -0.41 2.03 -4.99
C 1.87 0.00 -2.88
C 2.91 0.02 -2.02
Ge 2.68 0.03 -0.02
C 3.19 1.73 0.93
C 4.68 2.06 0.99
C 3.10 -1.68 0.94
C 4.58 -2.06 1.05
C 4.32 0.00 -2.50
C 4.67 0.03 -3.85
C 5.99 0.00 -4.25
C 7.02 -0.05 -3.31
C 6.69 -0.08 -1.96
C 5.36 -0.06 -1.57
H -0.48 -2.54 -5.85
H 0.92 -1.58 -5.41
H -0.58 -0.79 -5.91
H -0.24 -2.52 -3.39
H -1.75 -1.72 -3.86
H -0.44 2.49 -2.88
H -1.90 1.68 -3.45
H 0.68 2.02 -5.11
H -0.77 3.02 -5.26
H -0.84 1.33 -5.69
H 2.15 -0.03 -3.93
H 2.78 1.62 1.94
H 2.64 2.54 0.44
H 5.25 1.27 1.47
H 4.82 2.97 1.57
H 5.09 2.23 -0.01
H 2.54 -2.47 0.43
H 2.66 -1.57 1.94
H 5.02 -2.23 0.07
H 4.67 -2.98 1.63
H 5.15 -1.29 1.56
H 3.91 0.07 -4.62
H 6.23 0.02 -5.30
H 8.05 -0.07 -3.62
H 7.47 -0.12 -1.21
H 5.13 -0.08 -0.52
I -3.71 0.52 0.20
C -2.54 2.26 0.13
C -3.20 3.48 0.06
C -2.44 4.64 -0.03
C -1.06 4.53 -0.06
C -0.49 3.28 0.02
N -1.21 2.15 0.12
H -4.28 3.51 0.07
H -2.93 5.60 -0.10
H -0.43 5.41 -0.13
H 0.59 3.15 0.01
*
```

Now the Mulliken charges, all in e:
1. Pb 0.947
2. O -0.505
3. C -0.597
4. C 0.179
5. C -1.165
6. C -0.317
7. N 0.149
8. C 0.146
9. C -0.474
10. C 0.398
11. C -0.464
12. C 0.150
13. C -0.576
14. O -0.503
15. C -0.980
16. C -0.005
17. N -0.030
18. H 0.325
19. H 0.370
20. H 0.360
21. H 0.491
22. H 0.466
23. H 0.644
24. H 0.631
25. H 0.344
26. H 0.366
27. H 0.325
28. H 0.508
29. H -0.031
30. C -1.175
31. C -0.562
32. Ge 0.305
33. C -0.260
34. C -1.216
35. C -1.435
36. C 1.829
37. Ge 0.401
38. C -0.126
39. C -1.309
40. C -0.277
41. C -1.213
42. C 0.544
43. C -0.481
44. C -0.814
45. C -0.556
46. C -1.349
47. C -0.012
48. H 0.413
49. H 0.268
50. H 0.233
51. H 0.384
52. H 0.520
53. H 0.197
54. H 0.421
55. H 0.292
56. H 0.392
57. H 0.293
58. H -0.206
59. H 0.335
60. H 0.176
61. H 0.283
62. H 0.426
63. H 0.333
64. H 0.357
65. H 0.337
66. H 0.330
67. H 0.423
68. H 0.276
69. H 0.405
70. H 0.419
71. H 0.437
72. H 0.413
73. H 0.328
74. I 0.147
75. C -0.010
76. C -0.593
77. C -0.491
78. C -0.753
79. C -0.169
80. N 0.162
81. H 0.494
82. H 0.436
83. H 0.490
84. H 0.361

| no. | largest force on an atom (Eh/bohr) | molecular weight (g mol⁻¹) |
| --- | --- | --- |
| 1 | 0.03718 | 870.030 |
| 2 | 0.03969 | 903.033 |
| 3 | 0.01240 | 992.042 |